The following is a quantum chemistry calculation of a single C12H17NO3 molecule, from the Open Molecules 2025 dataset.

The geometry in XYZ format:
```
33
Properties=species:S:1:pos:R:3
H -4.02512 0.33400 2.28778
H 1.61368 2.25359 -1.31292
H -3.09875 1.63092 0.45907
C -3.22012 -0.45373 0.47004
H 1.58132 2.49957 1.74508
H 3.23824 0.32751 -0.76122
C 0.29340 -1.64710 -0.65988
N -0.00408 -1.92484 0.61478
C -0.25042 1.92994 -0.32842
O -0.48270 -1.74516 -1.58754
C 1.12727 2.52425 -0.37399
O 1.43607 0.01162 1.93215
C -3.87428 -0.62640 1.80135
H -0.96533 -2.11240 0.84799
H -2.89088 1.46008 -2.06155
H -4.84116 -1.11587 1.68341
C -2.89463 0.70832 -0.06993
H -0.40561 1.50241 -2.35862
H 3.00768 2.37120 0.69533
H 0.64641 -1.69763 1.35584
H -3.02692 -1.36634 -0.08115
H 1.06105 3.61614 -0.33519
C 2.48013 -0.20470 -0.18877
H -0.70957 1.90154 0.64960
H -2.15819 -0.13666 -1.87969
C 1.96924 2.05955 0.82505
C 1.90478 0.56164 0.96400
O 2.72882 -1.56804 -0.00551
H 1.99820 -1.39039 -1.97354
H -3.26567 -1.25563 2.45116
C -0.88784 1.46401 -1.38883
C 1.73252 -1.26105 -0.92460
C -2.25303 0.84756 -1.41308
```

E = -747.88046 hartree
Structure (SMILES) = C/C=C/C/C=C/CCC(=O)[C@H]1O[C@H]1C(N)=O
Frontier orbital gap = 0.361 Ha
Lowest unoccupied orbital energy = 0.0218 Eh

Atomic partial charges in e from the Löwdin method, atoms 1 to 5: H 0.071; H 0.112; H 0.112; C -0.181; H 0.125